Computed, not measured: a molecular structure, C39H55BrF3IN3PSSiTi, with ωB97M-V with the def2-TZVPD basis set.

Element x y z (Å)
Ti (-0.11055, -0.25753, 1.22945)
C (1.03771, -1.59069, 4.75105)
C (1.29518, -0.22229, 4.21026)
C (2.12154, 0.67889, 4.85874)
C (2.29532, 1.96178, 4.35065)
C (1.61018, 2.37540, 3.22197)
C (0.74832, 1.45148, 2.64808)
N (0.66022, 0.18464, 3.09168)
N (-0.09587, 1.60997, 1.53351)
Si (-1.09683, 3.13136, 1.36695)
C (-0.20993, 4.28335, 0.20767)
C (-2.78099, 2.66611, 0.69410)
C (-1.23286, 3.88294, 3.06845)
H (0.73653, -1.50730, 5.79574)
H (1.94408, -2.19589, 4.71635)
H (0.25650, -2.11034, 4.19900)
H (2.61905, 0.37936, 5.76891)
H (2.95719, 2.65091, 4.85625)
H (1.71107, 3.36965, 2.81829)
H (-0.00412, 3.84465, -0.76596)
H (0.72794, 4.64846, 0.62648)
H (-0.84702, 5.15444, 0.04064)
H (-2.86249, 2.83864, -0.37700)
H (-3.52547, 3.29644, 1.18179)
H (-3.07282, 1.63377, 0.89854)
H (-0.42045, 4.57538, 3.28228)
H (-1.27796, 3.14776, 3.87184)
H (-2.16290, 4.45110, 3.10643)
F (-0.38392, -6.49802, 0.97086)
C (0.14700, -5.30794, 1.23841)
F (0.39738, -5.24720, 2.55292)
F (1.32176, -5.22616, 0.59573)
C (-0.78086, -4.18570, 0.82361)
C (-2.04373, -4.44612, 0.34356)
C (-2.90745, -3.39751, -0.00129)
C (-2.46794, -2.11231, 0.17345)
N (-1.22612, -1.85941, 0.63457)
C (-0.37040, -2.84999, 0.95655)
S (1.18137, -2.30122, 1.52439)
H (-2.36634, -5.47269, 0.23462)
H (-3.89666, -3.59122, -0.38524)
H (-3.08359, -1.24520, -0.04093)
Br (-4.53017, 2.63386, 3.83454)
C (-5.26627, 1.07240, 3.08586)
C (-6.61302, 1.08310, 2.73778)
C (-7.20302, -0.04549, 2.19725)
C (-6.46156, -1.20253, 2.00897)
C (-5.12057, -1.22485, 2.35787)
C (-4.52666, -0.08381, 2.88701)
I (-2.51318, -0.18945, 3.42349)
H (-7.19350, 1.97862, 2.90322)
H (-8.25068, -0.02199, 1.93569)
H (-6.92826, -2.09066, 1.60827)
H (-4.54511, -2.13299, 2.25242)
C (3.35657, -4.22895, -2.42506)
C (1.95554, -3.96529, -2.95972)
C (1.20017, -2.99398, -2.05582)
C (1.97101, -1.67135, -1.91791)
C (3.37028, -1.93412, -1.35110)
C (4.12077, -2.92521, -2.24237)
P (0.96908, -0.32432, -1.16283)
C (1.96157, 1.21889, -1.22195)
C (2.99079, 1.28325, -0.07992)
C (3.60652, 2.67772, -0.00724)
C (4.26949, 3.04738, -1.33105)
C (3.29256, 2.91733, -2.49334)
C (2.66607, 1.52532, -2.54786)
C (-0.56204, -0.29630, -2.20924)
C (-0.49898, -0.48194, -3.74308)
C (-0.44187, 0.79122, -4.57854)
C (-1.47834, 1.80536, -4.12221)
C (-1.28269, 2.12091, -2.64479)
C (-1.47947, 0.86311, -1.79891)
H (3.89944, -4.88872, -3.10185)
H (3.28733, -4.75210, -1.46635)
H (1.39244, -4.89548, -3.04638)
H (2.02010, -3.54440, -3.96862)
H (1.11113, -3.44501, -1.06623)
H (0.18925, -2.84033, -2.43975)
H (2.11399, -1.26110, -2.93241)
H (3.28730, -2.34092, -0.33988)
H (3.94720, -1.01352, -1.28607)
H (5.10633, -3.11284, -1.81488)
H (4.29119, -2.46504, -3.22163)
H (1.21865, 2.00285, -1.02144)
H (3.78336, 0.55235, -0.24624)
H (2.54171, 1.02300, 0.88488)
H (4.33152, 2.71812, 0.80798)
H (2.82134, 3.40575, 0.22442)
H (5.11993, 2.37907, -1.49849)
H (4.67459, 4.05765, -1.28608)
H (3.79005, 3.13631, -3.43866)
H (2.49279, 3.65893, -2.38341)
H (3.44631, 0.77907, -2.72281)
H (1.97500, 1.45978, -3.38739)
H (-1.02593, -1.21614, -1.83166)
H (-1.42130, -1.00836, -4.01196)
H (0.31008, -1.15901, -4.01946)
H (-0.59487, 0.52551, -5.62524)
H (0.54775, 1.24974, -4.53069)
H (-2.48621, 1.40533, -4.27321)
H (-1.41277, 2.71503, -4.71800)
H (-1.98329, 2.89447, -2.32433)
H (-0.27884, 2.52589, -2.50147)
H (-2.52352, 0.54521, -1.89667)
H (-1.34813, 1.11190, -0.72883)

Summary:
Net charge: +2
LUMO energy: -6.7 eV
Gap between HOMO and LUMO: 7.16 eV
Relative energy (zero: lowest compared OMol25 entry of this formula, charge and spin): 0.00 kJ/mol